{"formula": "C41H32AsF6FeO2P", "method": "wB97M-V/def2-TZVPD", "e_above_lowest_ev": 0.000, "spin_multiplicity": 5, "e_tot_ev": -167951.0033, "lumo_energy_ev": [0.34, -0.04], "homo_lumo_gap_ev": [6.2, 8.3], "s2": 6.2099, "total_charge": 0, "e_homo_ha": [-0.2160, -0.3069], "species": ["Fe", "O", "C", "C", "C", "C", "C", "C", "C", "P", "C", "C", "C", "C", "C", "C", "C", "C", "C", "C", "C", "C", "H", "H", "H", "H", "H", "H", "H", "H", "H", "H", "H", "H", "H", "H", "C", "C", "O", "C", "F", "F", "F", "C", "F", "F", "F", "H", "H", "H", "C", "C", "C", "C", "C", "C", "As", "C", "C", "C", "C", "C", "C", "C", "C", "C", "C", "C", "C", "H", "H", "H", "H", "H", "H", "H", "H", "H", "H", "H", "H", "H", "H", "H"], "coordinates": [[-1.1612, 0.3606, -0.6420], [-0.9464, 0.2243, -2.6730], [-1.1409, -0.8807, -2.1343], [-1.3123, -2.2551, -2.2223], [-1.3556, -3.0283, -3.4186], [-1.6730, -4.3638, -3.3332], [-1.9526, -4.9829, -2.1033], [-1.8897, -4.2327, -0.9265], [-1.5576, -2.8981, -0.9725], [-1.3697, -1.7580, 0.4165], [0.1892, -2.2429, 1.2179], [1.0665, -3.1441, 0.6253], [2.2596, -3.4769, 1.2582], [2.5715, -2.9284, 2.4914], [1.7013, -2.0219, 3.0853], [0.5279, -1.6661, 2.4430], [-2.6690, -2.2008, 1.6083], [-3.9435, -1.6841, 1.3695], [-4.9998, -2.0129, 2.2017], [-4.7921, -2.8572, 3.2855], [-3.5280, -3.3688, 3.5317], [-2.4661, -3.0429, 2.6962], [-1.1623, -2.5580, -4.3726], [-1.7165, -4.9514, -4.2415], [-2.2136, -6.0305, -2.0676], [-2.0963, -4.7024, 0.0292], [0.8138, -3.5992, -0.3242], [2.9372, -4.1766, 0.7864], [3.4976, -3.1897, 2.9859], [1.9483, -1.5782, 4.0401], [-0.1377, -0.9453, 2.9064], [-4.1079, -1.0088, 0.5385], [-5.9815, -1.6011, 2.0110], [-5.6161, -3.1101, 3.9394], [-3.3634, -4.0243, 4.3766], [-1.4847, -3.4512, 2.8982], [-2.5324, 3.9636, -1.0279], [-2.9752, 2.6614, -0.3649], [-1.9003, 1.9071, 0.0031], [-3.7531, 2.9723, 0.9391], [-4.3296, 1.8723, 1.4466], [-4.7132, 3.8946, 0.7910], [-2.9168, 3.4463, 1.8721], [-3.9048, 1.8835, -1.3381], [-3.4755, 1.9961, -2.6008], [-5.1710, 2.3168, -1.3080], [-3.9177, 0.5687, -1.0564], [-1.9397, 4.5314, -0.3109], [-3.3739, 4.5707, -1.3621], [-1.9013, 3.7180, -1.8784], [4.8207, 0.6058, 3.0082], [4.9213, -0.1034, 1.8215], [3.9455, 0.0305, 0.8398], [2.8611, 0.8747, 1.0430], [2.7588, 1.5773, 2.2393], [3.7365, 1.4502, 3.2142], [1.4630, 1.0324, -0.3078], [2.5049, 0.5339, -1.8640], [3.6067, 1.2638, -2.3070], [4.3715, 0.7990, -3.3666], [4.0584, -0.4088, -3.9771], [2.9866, -1.1576, -3.5180], [2.2148, -0.6873, -2.4622], [1.2526, 2.9777, -0.4398], [0.6984, 3.6156, 0.6689], [0.5092, 4.9889, 0.6763], [0.8393, 5.7413, -0.4435], [1.3407, 5.1075, -1.5697], [1.5504, 3.7325, -1.5691], [5.5856, 0.5086, 3.7673], [5.7604, -0.7650, 1.6495], [4.0403, -0.5386, -0.0760], [1.9225, 2.2416, 2.4252], [3.6485, 2.0125, 4.1347], [3.8948, 2.1824, -1.8107], [5.2212, 1.3758, -3.7081], [4.6572, -0.7693, -4.8033], [2.7461, -2.1082, -3.9757], [1.3900, -1.2908, -2.1071], [0.3662, 3.0427, 1.5264], [0.0743, 5.4634, 1.5462], [0.6873, 6.8126, -0.4424], [1.5740, 5.6813, -2.4571], [1.9205, 3.2630, -2.4704]], "forces_ev_per_angstrom": [[0.4, -0.8, -0.1], [0.0, -0.2, -0.1], [0.0, 0.0, 0.2], [0.0, 0.4, -0.2], [0.0, -0.2, 0.0], [0.0, 0.1, 0.0], [0.0, 0.1, 0.0], [0.0, -0.1, 0.0], [-0.1, -0.1, 0.1], [0.1, 0.1, -0.2], [0.0, -0.1, 0.1], [0.1, 0.0, 0.0], [0.0, 0.0, 0.0], [0.0, 0.1, 0.0], [0.1, 0.1, -0.1], [0.0, 0.0, 0.0], [-0.1, 0.1, 0.0], [0.0, 0.1, 0.0], [0.0, 0.0, 0.1], [0.0, 0.0, -0.1], [0.1, 0.0, 0.0], [0.0, -0.1, 0.0], [0.0, 0.0, 0.0], [0.0, 0.0, 0.0], [0.0, 0.0, 0.0], [0.0, 0.0, 0.0], [0.0, 0.0, 0.0], [0.0, 0.0, 0.0], [0.0, 0.0, 0.0], [0.0, 0.0, 0.0], [0.0, 0.0, 0.0], [0.0, 0.0, 0.0], [0.0, 0.0, 0.0], [0.0, 0.0, 0.0], [0.0, 0.0, 0.0], [0.0, 0.0, 0.0], [-0.1, 0.1, 0.1], [0.0, 0.2, 0.2], [-0.2, 0.4, 0.2], [0.1, 0.0, 0.0], [-0.1, -0.2, 0.0], [-0.2, 0.1, -0.1], [0.2, 0.0, 0.0], [0.2, 0.3, 0.0], [0.0, -0.1, -0.1], [-0.1, 0.0, 0.0], [-0.1, -0.2, 0.0], [-0.1, 0.0, 0.0], [0.0, 0.0, 0.0], [0.0, 0.0, 0.0], [0.0, 0.0, 0.0], [-0.1, 0.0, 0.0], [0.1, -0.1, 0.1], [-0.1, 0.1, 0.0], [0.0, 0.0, 0.2], [0.0, -0.1, 0.0], [-0.3, 0.2, -0.3], [0.1, -0.1, 0.1], [0.1, 0.0, 0.0], [0.0, 0.0, 0.0], [0.0, 0.0, 0.0], [0.0, 0.0, 0.0], [0.0, 0.0, -0.1], [0.2, -0.1, 0.1], [-0.1, 0.1, 0.0], [0.0, 0.0, -0.1], [0.0, 0.0, 0.0], [0.0, 0.0, 0.0], [-0.1, 0.0, 0.0], [0.0, 0.0, 0.0], [0.0, 0.0, 0.0], [0.0, 0.0, 0.0], [0.1, -0.1, 0.0], [0.0, 0.0, 0.0], [-0.1, 0.0, 0.0], [0.0, 0.0, 0.0], [0.0, 0.0, 0.0], [0.0, 0.0, 0.0], [-0.1, 0.0, 0.0], [-0.1, 0.0, -0.1], [0.0, 0.0, 0.0], [0.0, 0.0, 0.0], [0.0, 0.0, 0.0], [0.0, -0.1, 0.0]], "mulliken_spin": [3.116, 0.084, 0.152, -0.111, 0.295, -0.118, 0.274, -0.165, 0.200, -0.034, 0.029, -0.005, 0.003, -0.001, 0.002, 0.009, 0.001, 0.010, -0.003, 0.000, 0.000, -0.003, 0.018, -0.004, 0.020, -0.004, -0.006, 0.000, 0.000, 0.001, -0.001, 0.003, 0.000, 0.000, 0.000, 0.000, -0.005, -0.016, 0.143, -0.007, -0.001, 0.000, -0.001, 0.067, -0.001, 0.000, 0.006, 0.002, 0.001, -0.001, 0.003, -0.001, 0.000, 0.009, -0.005, -0.002, 0.030, 0.007, -0.003, 0.000, 0.001, 0.010, 0.033, 0.004, -0.009, 0.001, 0.001, 0.001, -0.001, 0.000, 0.000, 0.000, 0.000, 0.000, 0.000, 0.000, 0.000, 0.002, -0.031, 0.000, 0.000, 0.000, 0.000, 0.000]}

***

{"formula": "C41H32HfN4O5P2S2Se2", "method": "wB97M-V/def2-TZVPD", "e_above_lowest_ev": 1.655, "spin_multiplicity": 1, "e_tot_ev": -231485.6751, "lumo_energy_ev": -0.18, "homo_lumo_gap_ev": 7.6, "total_charge": 0, "e_homo_ha": -0.2877, "species": ["Hf", "O", "C", "O", "C", "C", "C", "C", "C", "O", "C", "C", "O", "O", "H", "H", "H", "H", "H", "H", "H", "H", "Se", "P", "C", "C", "C", "C", "C", "C", "C", "C", "C", "C", "C", "C", "C", "C", "N", "N", "N", "P", "Se", "C", "C", "C", "C", "C", "C", "C", "C", "C", "C", "C", "C", "H", "H", "H", "H", "H", "H", "H", "H", "H", "H", "H", "H", "H", "H", "H", "H", "H", "H", "H", "H", "S", "C", "N", "C", "C", "C", "C", "C", "C", "S", "H", "H", "H", "H"], "coordinates": [[1.1498, -1.8442, -0.7468], [0.9709, -4.7977, 2.0997], [0.9703, -4.3473, 0.9742], [1.5568, -3.1753, 0.6402], [0.4652, -5.1680, -0.2434], [1.3438, -4.8831, -1.4673], [0.9648, -5.8550, -2.5128], [-0.5075, -5.4071, -2.9488], [-0.7267, -4.1443, -2.0998], [0.6133, -3.5518, -2.0009], [-0.9260, -4.5579, -0.6625], [-1.5117, -3.3063, 0.0198], [-2.6865, -3.2641, 0.4244], [-0.7509, -2.2116, -0.0045], [0.4861, -6.2285, 0.0083], [2.4176, -4.7506, -1.2703], [1.6595, -5.6684, -3.3676], [1.1023, -6.8650, -2.1610], [-0.4703, -5.1205, -4.0127], [-1.2577, -6.1321, -2.6834], [-1.4210, -3.4849, -2.5428], [-1.7004, -5.3215, -0.5020], [-0.9325, 4.4416, 1.6356], [0.1309, 2.9433, 2.8307], [1.6188, 3.3977, 3.7952], [2.1898, 2.5025, 4.6546], [3.3489, 2.8474, 5.4070], [3.8956, 4.1111, 5.3023], [3.3442, 5.0075, 4.3379], [2.2059, 4.6486, 3.5932], [-0.9186, 2.1154, 4.1078], [-1.6897, 0.9568, 3.7155], [-2.1495, 0.1139, 4.6936], [-2.2351, 0.5972, 6.0459], [-1.6153, 1.7973, 6.3652], [-0.8923, 2.5527, 5.4190], [0.8426, 1.8029, 1.6050], [0.2795, 1.0458, 0.5471], [1.0941, -0.0595, 0.4150], [2.1809, 0.0496, 1.2755], [1.9910, 1.1299, 2.0174], [-0.9651, 1.4245, -0.7423], [-0.6846, -0.0869, -2.3516], [-2.6165, 1.4286, -0.0264], [-3.0679, 0.1961, 0.5391], [-4.3497, 0.1516, 1.0861], [-5.2507, 1.2146, 1.0741], [-4.7131, 2.4720, 0.7139], [-3.4271, 2.5248, 0.1638], [-0.7334, 2.8578, -1.7484], [-1.8558, 3.3606, -2.4377], [-1.7071, 4.4569, -3.3329], [-0.4919, 5.0537, -3.4418], [0.6086, 4.6536, -2.6385], [0.5339, 3.4748, -1.8693], [1.7593, 1.4873, 4.8551], [3.7253, 2.1152, 6.0367], [4.8228, 4.3795, 5.8473], [3.7802, 6.0263, 4.1997], [1.7992, 5.3886, 2.8851], [-1.7289, 0.8296, 2.6508], [-2.5129, -0.8519, 4.3984], [-2.6446, -0.0302, 6.8320], [-1.5304, 2.0916, 7.4135], [-0.3773, 3.4502, 5.7411], [-2.4799, -0.6933, 0.3488], [-4.6676, -0.8022, 1.6106], [-6.2195, 1.0286, 1.5530], [-5.3155, 3.4194, 0.7727], [-3.0117, 3.5269, 0.0584], [-2.8229, 2.9127, -2.2549], [-2.6418, 4.8832, -3.6774], [-0.4377, 5.9156, -4.1190], [1.4647, 5.2857, -2.6811], [1.4056, 3.0444, -1.4393], [3.8830, -1.6542, -0.7595], [3.3700, -2.0462, -2.3397], [2.2334, -1.4878, -2.7679], [2.0635, -1.7133, -4.1701], [1.0959, -1.0778, -4.9905], [1.0087, -1.4832, -6.3343], [1.8919, -2.4614, -6.8809], [2.9154, -3.0153, -6.0902], [2.9259, -2.6661, -4.7680], [4.0715, -3.2006, -3.6425], [0.6247, -0.2135, -4.5777], [0.3144, -1.0166, -7.0020], [1.8697, -2.7111, -7.9644], [3.6549, -3.7589, -6.4352]], "forces_ev_per_angstrom": [[-0.1, 1.1, -1.2], [-0.4, 0.6, -1.1], [1.4, -0.5, 0.8], [-0.3, -1.9, 0.6], [0.4, 2.3, 0.8], [-1.5, 0.9, 0.6], [0.1, 1.0, -2.3], [1.7, 0.6, 0.2], [1.6, -2.0, 0.1], [0.9, -1.9, -0.2], [-1.4, -0.8, 0.9], [-1.4, 1.6, 1.1], [2.4, -0.6, -0.8], [-0.7, -1.3, -0.1], [-0.4, 0.2, 0.0], [-0.5, 0.5, -0.2], [-0.6, -0.5, 0.4], [-0.2, -0.4, 0.0], [-0.4, -0.5, 0.4], [-0.3, -0.3, -0.4], [-0.6, 1.1, -0.2], [0.1, 0.3, -0.4], [0.8, -0.6, 1.0], [-0.5, 1.3, -0.9], [-0.6, 0.8, -0.9], [0.9, -1.3, 1.8], [-1.9, 0.9, -1.6], [0.3, 0.7, -1.2], [0.0, 0.1, 0.4], [0.9, 0.8, 0.4], [-0.4, -0.8, -1.1], [2.1, 1.9, 0.8], [-1.0, 0.9, 1.0], [1.1, -0.4, -1.3], [0.4, 0.0, 0.3], [-0.7, -0.7, 0.1], [0.3, -2.2, 0.6], [1.1, 0.2, 0.6], [1.0, 2.3, 0.6], [-2.7, 1.7, 0.3], [-0.5, -0.8, -1.2], [-0.1, -1.8, -0.4], [0.0, 0.0, 1.1], [-0.5, -1.7, 1.3], [-0.3, 1.1, -1.4], [-0.2, -1.9, 0.8], [1.3, 0.7, 0.7], [-1.1, -0.3, -0.5], [-0.2, 1.8, 0.6], [0.3, 1.6, -0.2], [1.0, 0.4, -0.1], [-1.3, -1.8, 1.9], [1.0, 0.9, 0.3], [-1.3, -1.1, -0.7], [-1.4, 1.3, -1.2], [0.4, 1.1, -0.5], [0.8, -1.1, 1.2], [-0.8, -0.1, -0.3], [-0.4, -1.1, 0.1], [0.0, -0.6, 0.3], [-0.1, -0.9, -0.2], [-0.4, -0.3, 0.1], [0.0, 0.1, -0.2], [-0.4, 0.1, -0.3], [0.2, -0.2, -0.1], [0.0, -0.2, 0.5], [0.4, 1.1, -1.0], [0.3, 0.5, -0.5], [0.7, -1.1, 0.1], [-0.1, -0.3, -0.5], [0.0, 0.1, -0.2], [0.3, 0.0, -0.7], [0.4, -0.2, 0.5], [0.8, -0.1, 0.0], [0.5, -0.1, 0.7], [-0.1, -0.9, -0.5], [-0.2, -0.3, -1.1], [1.3, -0.6, -1.7], [-1.3, -0.2, -0.4], [1.6, -1.1, -0.3], [1.2, -0.7, 0.4], [0.3, 0.3, -0.1], [-0.9, -0.3, -1.1], [-0.6, 1.2, 1.2], [0.7, 0.7, 2.7], [-0.7, 0.2, -0.1], [-0.3, 0.3, -0.1], [-0.2, 0.2, 1.0], [-0.6, 0.6, -0.1]], "mulliken_charge": [-0.010, -0.649, 0.048, -0.684, 0.295, -0.151, -1.067, -1.054, -0.431, 0.173, -0.261, 0.310, -0.707, -0.227, 0.574, 0.570, 0.246, 0.554, 0.396, 0.444, 0.800, 0.542, -0.344, 0.528, 0.187, 0.211, -0.818, -0.493, -0.421, -0.536, -0.001, 0.044, -0.701, -0.512, -0.500, -0.174, 0.567, -0.680, 1.607, -0.770, -0.284, 0.649, -0.247, 0.813, -0.747, -0.053, -0.737, -0.777, -0.107, 0.568, -0.301, -0.787, -0.432, -0.776, -0.615, 0.358, 0.477, 0.345, 0.331, 0.293, 0.154, 0.473, 0.366, 0.344, 0.456, -0.007, 0.332, 0.347, 0.354, 0.455, 0.475, 0.372, 0.367, 0.461, 0.488, -0.295, 0.468, -0.247, -0.455, -0.704, -0.800, -0.478, -0.584, 1.282, -0.259, 0.615, 0.452, 0.341, 0.352]}